[1]
The following is a quantum chemistry calculation of a molecular structure, C9H16BrCl, from the OMol25 dataset.

Geometry as XYZ:
```
27
Properties=species:S:1:pos:R:3:forces:R:3
C -1.187847 1.133183 -0.869602 -0.67 -0.13 -0.97
C -0.283118 0.756703 0.032141 1.81 -1.03 1.84
C -3.196808 0.426840 -0.192370 -0.04 0.38 0.73
C -1.752249 2.548932 -0.886201 0.69 0.53 0.23
C -1.306158 0.360008 -2.166999 -0.79 0.31 -1.23
C 0.005207 1.563146 1.233879 -3.03 4.90 -1.89
C 1.468050 -2.519654 1.217685 -0.14 0.63 1.12
C 0.615422 -0.444995 0.044500 0.95 -1.56 -1.55
C 0.280278 -1.639664 0.966962 0.05 -0.26 -2.47
Cl -3.211035 0.910136 1.494016 -0.50 -0.32 0.01
Br -3.363989 -1.456905 -0.301738 0.04 -0.47 0.14
H -0.921883 3.268162 -1.120965 -0.59 -0.55 -0.05
H -2.145447 2.926064 0.116457 0.09 -0.73 -1.58
H -2.471343 2.534718 -1.722919 -0.03 0.57 0.76
H -0.806358 -0.642230 -2.171953 -0.26 1.15 -0.03
H -0.856206 1.092517 -2.897485 -0.32 -1.22 0.08
H -2.397481 0.154105 -2.483778 1.70 0.62 0.52
H 0.401804 1.171898 2.090420 1.27 -1.55 1.80
H -1.026427 1.970315 1.491307 1.17 -0.38 0.40
H 0.507987 2.587548 1.016108 -0.32 -1.75 0.08
H 2.157623 -2.006346 1.884887 0.48 0.05 -0.15
H 1.921223 -2.660158 0.224866 0.12 -0.90 0.66
H 1.069503 -3.355278 1.833267 0.77 -0.19 -1.05
H 0.762585 -0.873978 -1.009025 0.05 0.67 1.44
H 1.619839 -0.145923 0.444319 -0.68 0.25 -0.71
H -0.213716 -1.310612 1.801961 -0.96 0.84 2.48
H -0.397951 -2.337122 0.508119 -0.87 0.16 -0.61
```
Forces are in eV/Å.

Calculated values
Orbital gap, eV: 7.60
LUMO level, hartree: -0.0276
Net charge: 0
2S+1: 1

So, what does the Löwdin scheme give us? The charges, in e, come out as: atom 1 (C): -0.480, atom 2 (C): -0.295, atom 3 (C): -0.902, atom 4 (C): -0.103, atom 5 (C): -0.110, atom 6 (C): -0.065, atom 7 (C): -0.113, atom 8 (C): -0.153, atom 9 (C): -0.289, atom 10 (Cl): 0.527, atom 11 (Br): 0.609, atom 12 (H): 0.098, atom 13 (H): 0.072, atom 14 (H): 0.084, atom 15 (H): 0.073, atom 16 (H): 0.100, atom 17 (H): 0.078, atom 18 (H): 0.049, atom 19 (H): 0.032, atom 20 (H): 0.132, atom 21 (H): 0.068, atom 22 (H): 0.087, atom 23 (H): 0.091, atom 24 (H): 0.126, atom 25 (H): 0.127, atom 26 (H): 0.079, atom 27 (H): 0.078

[2]
The following is a quantum chemistry calculation of a molecular structure, C9H16Cl2GdN2O2P, from the OMol25 dataset.

Geometry as XYZ:
```
33
Properties=species:S:1:pos:R:3:forces:R:3
C 4.051951 3.724671 0.717714 0.15 0.01 0.09
C 2.851680 2.829959 0.870326 0.77 -1.59 -0.07
H 4.991032 3.158126 0.735029 -0.41 -0.02 -0.04
H 4.068396 4.471580 1.533963 -0.14 -0.33 -0.42
H 3.979408 4.278343 -0.239084 -0.10 -0.24 0.46
O 2.838940 1.593201 0.861597 -0.62 2.06 0.01
Cl 1.355039 3.708938 1.069289 -0.15 -0.26 0.01
Gd 0.318724 0.283722 1.007563 1.46 1.68 1.43
P -0.196786 -0.665561 -1.747626 -1.25 0.04 -4.51
C 0.219880 -2.071397 -2.840219 0.43 -0.98 0.69
C -1.741041 -0.259868 -2.648344 -0.72 0.14 0.82
H 0.657040 1.563074 -2.233459 0.19 -0.13 -0.17
H 0.606237 0.446966 -3.646561 0.10 0.04 0.34
H 1.938114 0.289054 -2.444017 -0.24 0.27 -0.10
C 0.880025 0.549596 -2.586843 0.80 0.61 1.08
H -2.142993 0.689730 -2.285414 -0.09 -0.22 -0.14
H -1.430044 -0.182464 -3.703611 -0.19 -0.07 0.44
H 0.122281 -1.668831 -3.865423 0.07 -0.23 0.53
H -0.492105 -2.899291 -2.700879 0.34 0.21 -0.09
H -2.471709 -1.072290 -2.532104 0.10 0.36 -0.05
H 1.249745 -2.414839 -2.671447 -0.32 -0.08 -0.16
C 0.274752 -2.202674 0.391539 -0.24 -5.31 -1.28
O 0.194033 -3.336730 0.162800 0.37 4.36 1.07
Cl -1.643993 1.671271 0.301496 0.03 -0.16 -0.47
N -1.483816 -0.527513 3.432494 0.67 -0.01 -0.79
C -2.492966 -1.101229 4.117234 0.68 0.13 -0.62
C -3.067674 -2.039041 3.259145 0.39 0.06 0.01
C -2.316525 -1.971576 2.071487 0.30 0.55 0.10
N -1.327667 -1.038982 2.171690 -1.47 -0.76 0.81
H -0.832896 0.223495 3.670216 -0.71 -0.42 0.58
H -2.621801 -0.797847 5.148984 -0.43 -0.22 -0.19
H -3.883934 -2.713239 3.495805 0.20 0.24 -0.15
H -2.451326 -2.518355 1.126661 0.04 0.26 0.73
```
Forces are in eV/Å.

Calculated values
Orbital gap (spin up / spin down), eV: 6.46 / 4.57
LUMO level (spin up / spin down), hartree: -0.2789 / -0.4221
Net charge: +2
2S+1: 8
Energy above the lowest of the compared OMol25 structures with the same formula, charge and spin, kcal per mole: 122.9

So, what does the Löwdin scheme give us? The charges, in e, come out as: atom 1 (C): -0.048, atom 2 (C): -0.809, atom 3 (H): 0.104, atom 4 (H): 0.108, atom 5 (H): 0.114, atom 6 (O): -0.121, atom 7 (Cl): 0.726, atom 8 (Gd): 1.052, atom 9 (P): 0.813, atom 10 (C): -0.226, atom 11 (C): -0.222, atom 12 (H): 0.061, atom 13 (H): 0.077, atom 14 (H): 0.075, atom 15 (C): -0.216, atom 16 (H): 0.026, atom 17 (H): 0.074, atom 18 (H): 0.079, atom 19 (H): 0.076, atom 20 (H): 0.078, atom 21 (H): 0.074, atom 22 (C): -0.139, atom 23 (O): 0.154, atom 24 (Cl): -0.064, atom 25 (N): -0.025, atom 26 (C): -0.018, atom 27 (C): -0.005, atom 28 (C): -0.106, atom 29 (N): -0.227, atom 30 (H): 0.141, atom 31 (H): 0.146, atom 32 (H): 0.123, atom 33 (H): 0.125

[3]
The following is a quantum chemistry calculation of a molecular structure, C9H16ClI2N3O2PTi, from the OMol25 dataset.

Geometry as XYZ:
```
35
Properties=species:S:1:pos:R:3:forces:R:3
I 1.566612 1.562763 0.538779 -1.05 0.02 0.93
I 2.446185 -2.351521 0.691041 -0.32 0.61 2.68
Ti -0.620273 -0.283339 0.417972 1.91 -0.78 -0.31
P 1.391461 -0.562295 -1.821501 0.05 -0.29 -2.01
C 3.226040 -0.356062 -1.787254 0.30 -0.10 0.91
C 1.230681 -2.077036 -2.865778 -0.34 -0.35 0.53
H -0.122585 0.614339 -3.273845 0.39 0.23 -0.20
H 1.508967 0.385585 -4.033355 -0.24 0.18 0.41
H 1.271494 1.656671 -2.761172 -0.20 -0.11 -0.36
C 0.965990 0.663011 -3.113479 -0.45 0.20 0.70
H 0.170104 -2.218254 -3.139935 0.48 -0.19 0.24
H 1.795625 -1.933075 -3.802697 -0.08 0.13 0.47
H 3.660854 -0.561825 -2.775926 -0.46 0.12 0.09
H 3.676209 -1.076699 -1.075559 0.01 0.89 -0.83
H 1.648064 -2.964581 -2.355072 -0.40 0.22 -0.31
H 3.466521 0.672280 -1.485053 0.13 -0.40 -0.20
C 2.722434 -0.355306 2.074849 3.63 0.95 -0.64
O 3.607700 0.187345 2.596671 -3.46 -2.33 -1.16
Cl -1.906122 -1.277818 -1.052093 0.38 0.56 0.78
C -1.564279 -0.160727 5.055079 0.14 -0.28 0.91
N -2.210493 0.338954 3.813810 0.51 0.35 -0.02
C -3.364168 1.126936 3.828410 0.18 0.09 -0.77
C -3.877678 1.574006 2.641000 -0.59 0.77 1.54
C -3.142110 1.437517 1.462808 -0.25 0.04 -1.86
N -1.898319 0.891971 1.507827 -0.15 -1.31 1.03
C -1.581604 0.168755 2.651047 -0.06 -0.35 -1.20
O -0.689818 -0.767289 2.420109 -0.24 1.47 -1.06
N -3.620824 1.772511 0.257768 0.06 -0.52 0.88
H -0.593559 0.314175 5.243548 -0.27 0.11 -0.45
H -1.405681 -1.247797 5.081858 -0.38 0.34 -0.39
H -2.208574 0.125982 5.882532 -0.08 -0.15 -0.02
H -3.815358 1.341581 4.805162 0.17 -0.32 -0.45
H -4.818841 2.135376 2.588940 0.40 -0.33 0.29
H -4.601103 2.043861 0.153991 0.47 0.04 0.03
H -3.192361 1.299528 -0.528725 -0.18 0.46 -0.19
```
Forces are in eV/Å.

Calculated values
Orbital gap (spin up / spin down), eV: 5.26 / 4.90
LUMO level (spin up / spin down), hartree: -0.4932 / -0.5055
Net charge: +3
2S+1: 1

So, what does the Löwdin scheme give us? The charges, in e, come out as: atom 1 (I): 0.781, atom 2 (I): 1.055, atom 3 (Ti): 0.529, atom 4 (P): 0.546, atom 5 (C): -0.336, atom 6 (C): -0.249, atom 7 (H): 0.057, atom 8 (H): 0.084, atom 9 (H): 0.047, atom 10 (C): -0.245, atom 11 (H): 0.051, atom 12 (H): 0.080, atom 13 (H): 0.085, atom 14 (H): -0.058, atom 15 (H): 0.045, atom 16 (H): 0.018, atom 17 (C): -0.492, atom 18 (O): 0.112, atom 19 (Cl): 0.257, atom 20 (C): 0.062, atom 21 (N): 0.009, atom 22 (C): 0.098, atom 23 (C): 0.064, atom 24 (C): -0.305, atom 25 (N): 0.028, atom 26 (C): -0.422, atom 27 (O): -0.103, atom 28 (N): 0.244, atom 29 (H): 0.122, atom 30 (H): 0.124, atom 31 (H): 0.112, atom 32 (H): 0.175, atom 33 (H): 0.161, atom 34 (H): 0.166, atom 35 (H): 0.098

[4]
The following is a quantum chemistry calculation of a molecular structure, C9H16CuINO, from the OMol25 dataset.

Geometry as XYZ:
```
29
Properties=species:S:1:pos:R:3:forces:R:3
C 1.175343 -1.294663 -2.990655 2.01 -1.84 -2.62
C 0.703164 0.303325 -3.799769 1.37 0.45 -2.41
H 1.989286 -1.270641 -2.230416 -0.77 -0.10 -0.08
H 1.721423 -1.572231 -3.903273 -0.04 0.18 0.22
H 0.420977 -2.116782 -2.929778 0.62 0.70 0.43
H 0.153433 1.164059 -3.299520 0.32 0.08 -1.02
H 1.706850 0.689729 -4.085414 -0.80 -0.35 0.20
H 0.140616 -0.017189 -4.698889 0.38 0.24 0.64
Cu 0.094098 -0.098184 -2.151463 -2.67 0.50 4.31
C -1.480406 0.999978 -1.310295 -1.15 2.08 0.12
H -0.978790 1.940089 -1.612545 0.07 -0.03 -0.10
H -1.648031 1.078027 -0.226403 0.08 -0.24 -0.70
H -2.443386 0.941975 -1.836672 0.43 0.13 0.13
I -1.705991 -1.585163 -0.995945 -0.32 -1.74 0.43
O 1.129545 0.701936 -0.205588 -0.09 0.01 0.74
C 1.422717 -0.161372 0.904840 0.36 0.59 -0.42
C 0.414756 0.010279 2.016131 -0.10 0.04 0.65
C 0.706362 -0.436286 3.310928 -0.27 0.04 -0.27
C -0.296558 -0.366612 4.280250 -0.02 0.17 -0.55
C -1.555772 0.117163 3.896324 0.15 -0.05 -0.28
C -1.730184 0.580654 2.587784 0.27 0.01 0.69
N -0.735310 0.601624 1.703717 0.14 -0.55 -0.02
H 0.427173 1.290505 0.145163 0.12 -0.31 -0.45
H 1.432585 -1.202509 0.546436 -0.10 0.24 0.15
H 2.424261 0.111806 1.265608 -0.13 -0.29 0.05
H 1.714403 -0.811874 3.489703 -0.35 -0.03 0.26
H -0.104077 -0.689772 5.299868 -0.07 0.04 -0.16
H -2.396154 0.148268 4.585264 0.22 -0.06 -0.07
H -2.702346 0.943858 2.244616 0.33 0.06 0.13
```
Forces are in eV/Å.

Calculated values
Orbital gap (spin up / spin down), eV: 6.91 / 7.64
LUMO level (spin up / spin down), hartree: 0.0224 / -0.0045
Net charge: 0
2S+1: 2
Energy above the lowest of the compared OMol25 structures with the same formula, charge and spin, kcal per mole: 0.0

So, what does the Löwdin scheme give us? The charges, in e, come out as: atom 1 (C): -0.203, atom 2 (C): -0.144, atom 3 (H): 0.083, atom 4 (H): 0.066, atom 5 (H): 0.026, atom 6 (H): 0.051, atom 7 (H): 0.084, atom 8 (H): 0.086, atom 9 (Cu): -0.065, atom 10 (C): -0.407, atom 11 (H): 0.014, atom 12 (H): -0.058, atom 13 (H): -0.025, atom 14 (I): 0.492, atom 15 (O): -0.130, atom 16 (C): -0.175, atom 17 (C): -0.268, atom 18 (C): -0.017, atom 19 (C): -0.056, atom 20 (C): -0.056, atom 21 (C): -0.118, atom 22 (N): 0.069, atom 23 (H): 0.068, atom 24 (H): 0.120, atom 25 (H): 0.124, atom 26 (H): 0.116, atom 27 (H): 0.106, atom 28 (H): 0.102, atom 29 (H): 0.118

- Among the records above, which one has the highest 2S+1?
  C9H16Cl2GdN2O2P

- 2S+1 of number 3 (C9H16ClI2N3O2PTi)?
  1